Formula: C4H10Br2Si
Source: OMol25
Level of theory: ωB97M-V/def2-TZVPD

The value obtained for the LUMO energy (spin up / spin down) is 0.6 / -1.8 eV. The value obtained for the relative energy (zero: lowest compared OMol25 entry of this formula, charge and spin) is 85.5 kcal per mole. The spin multiplicity is 1. The orbital gap (spin up / spin down) is 9.08 / 5.48 eV. Its charge is 0.

```
17
C4H10Br2Si ωB97M-V/def2-TZVPD
C 1.27 1.47 0.05
C 0.07 -2.02 0.42
C -0.04 0.65 0.34
C 0.18 -0.64 0.98
Si -3.20 0.29 -1.32
Br -3.39 1.86 0.16
Br -3.31 -1.57 -0.19
H 1.85 1.66 0.95
H 0.89 2.38 -0.43
H 1.91 1.01 -0.67
H 0.28 -2.10 -0.72
H 0.89 -2.58 0.75
H -0.85 -2.60 0.71
H -0.61 1.33 0.91
H -0.55 0.44 -0.63
H 0.40 -0.75 2.08
H -4.41 0.05 -2.11
```

Formula: C4H10BrCl2N2OP
Source: OMol25
Level of theory: ωB97M-V/def2-TZVPD

The value obtained for the LUMO energy is 0.7 eV. The value obtained for the relative energy (zero: lowest compared OMol25 entry of this formula, charge and spin) is 19.7 kcal per mole. The spin multiplicity is 1. The orbital gap is 9.83 eV. Its charge is 0.

```
21
C4H10BrCl2N2OP ωB97M-V/def2-TZVPD
C -2.75 -1.01 2.13
C 3.12 0.91 -2.27
C -3.29 0.28 2.72
C 2.74 1.44 -3.64
N -1.30 -1.10 1.91
N 2.98 -0.28 -1.95
O 0.97 -1.45 0.84
P -0.59 -1.13 0.39
Cl -3.19 0.12 4.52
Cl 1.73 0.43 -4.69
Br -0.02 1.06 -0.01
H -3.11 -1.26 1.21
H -3.17 -1.80 2.77
H 1.70 -1.37 0.23
H 3.47 1.65 -1.55
H -4.33 0.38 2.44
H -2.73 1.24 2.38
H 3.68 1.71 -4.03
H 2.21 2.45 -3.62
H -0.69 -1.20 2.69
H 2.56 -1.07 -2.46
```

Formula: C4H10Cl2N2
Source: OMol25
Level of theory: ωB97M-V/def2-TZVPD

The value obtained for the LUMO energy is 0.6 eV. The value obtained for the relative energy (zero: lowest compared OMol25 entry of this formula, charge and spin) is 31.0 kcal per mole. The spin multiplicity is 1. The orbital gap is 10.05 eV. Its charge is 0.

```
18
C4H10Cl2N2 ωB97M-V/def2-TZVPD
Cl -2.26 -2.92 -0.91
Cl 2.58 1.55 2.26
N -0.72 -2.65 -0.09
N 0.97 1.24 1.52
C -0.48 -1.17 0.20
C 0.82 1.70 0.20
C -0.33 -0.26 -0.93
C -0.49 1.17 -0.39
H 0.03 -3.07 -0.59
H 1.01 0.28 1.49
H -1.38 -0.87 0.78
H 0.40 -1.14 0.89
H 1.69 1.33 -0.43
H 0.79 2.81 0.12
H -1.15 -0.53 -1.45
H 0.58 -0.51 -1.57
H -1.33 1.22 0.21
H -0.73 1.84 -1.31
```

Formula: C4H10Cl2Si2
Source: OMol25
Level of theory: ωB97M-V/def2-TZVPD

The value obtained for the LUMO energy is -0.1 eV. The value obtained for the relative energy (zero: lowest compared OMol25 entry of this formula, charge and spin) is 14.8 kcal per mole. The spin multiplicity is 1. The orbital gap is 8.12 eV. Its charge is 0.

```
18
C4H10Cl2Si2 ωB97M-V/def2-TZVPD
C 1.84 -0.49 0.56
C -0.86 0.55 0.03
C -0.20 0.52 -3.02
C -0.92 -1.48 2.31
Si 0.46 0.88 -1.33
Si 0.29 -0.32 1.47
Cl 1.52 2.63 -1.20
Cl 0.66 1.27 2.86
H 2.23 -1.55 0.49
H 2.60 0.26 0.71
H -1.19 1.55 0.15
H -1.77 0.00 -0.14
H -0.93 -0.19 -2.96
H -0.85 1.35 -3.29
H 0.58 0.37 -3.88
H -0.90 -2.51 1.71
H -0.69 -1.72 3.25
H -1.85 -1.12 2.28
```

Formula: C4H10ClN5O
Source: OMol25
Level of theory: ωB97M-V/def2-TZVPD

The value obtained for the LUMO energy is -7.9 eV. The spin multiplicity is 1. The orbital gap is 9.67 eV. Its charge is +2.

```
21
C4H10ClN5O ωB97M-V/def2-TZVPD
C -0.03 -0.04 0.31
C 2.27 -0.64 -0.09
C -2.15 0.80 0.55
C -3.13 0.46 -0.58
N -1.15 1.79 0.25
N -1.20 -0.38 0.78
N 3.14 -1.60 -0.08
N 1.04 -0.92 0.38
N 2.75 0.49 -0.44
O 0.00 1.12 -0.24
Cl -3.79 -1.19 -0.29
H -2.62 1.07 1.49
H -2.53 0.53 -1.56
H -3.93 1.13 -0.52
H -1.37 2.54 -0.56
H -1.50 -1.26 1.09
H 3.31 -2.52 0.23
H 4.03 -1.36 -0.50
H 0.89 -1.92 0.67
H 3.71 0.63 -0.81
H 2.28 1.26 -0.07
```

Formula: C4H10ClNSi
Source: OMol25
Level of theory: ωB97M-V/def2-TZVPD

The value obtained for the LUMO energy is 0.8 eV. The value obtained for the relative energy (zero: lowest compared OMol25 entry of this formula, charge and spin) is 88.2 kcal per mole. The spin multiplicity is 1. The orbital gap is 8.51 eV. Its charge is 0.

```
17
C4H10ClNSi ωB97M-V/def2-TZVPD
C -1.62 -2.24 -0.60
C -1.66 -1.37 0.63
C 1.79 0.27 -0.35
C 2.07 2.41 0.55
N 1.31 1.46 0.28
Si -1.76 0.42 0.51
Cl -1.85 1.32 -1.28
H -2.57 -2.17 -1.02
H -0.78 -2.12 -1.24
H -1.52 -1.77 1.64
H 1.48 0.16 -1.40
H 2.90 0.09 -0.25
H 1.25 -0.61 0.05
H -1.58 -3.26 -0.30
H 3.07 2.58 0.32
H 1.56 3.34 1.05
H -2.10 1.50 1.39
```

Formula: C4H10ClPS2
Source: OMol25
Level of theory: ωB97M-V/def2-TZVPD

The value obtained for the LUMO energy is -0.2 eV. The value obtained for the relative energy (zero: lowest compared OMol25 entry of this formula, charge and spin) is 1.7 kcal per mole. The spin multiplicity is 1. The orbital gap is 8.62 eV. Its charge is 0.

```
18
C4H10ClPS2 ωB97M-V/def2-TZVPD
C 3.77 -0.28 -0.83
C -3.36 -0.26 1.03
C 2.70 -0.03 0.35
C -4.04 0.55 -0.02
P 1.04 -0.69 0.01
S 0.62 0.50 -1.66
S -3.64 0.62 -1.61
Cl 0.10 0.22 1.59
H 3.72 -1.39 -1.13
H 3.56 0.34 -1.62
H 4.76 -0.01 -0.38
H -3.89 -1.14 1.31
H -2.33 -0.50 0.73
H -3.27 0.31 1.92
H 2.75 1.02 0.47
H 3.01 -0.37 1.31
H -4.85 1.21 0.33
H -0.64 -0.11 -1.80
```

Formula: C4H10CrO2
Source: OMol25
Level of theory: ωB97M-V/def2-TZVPD

The value obtained for the LUMO energy (spin up / spin down) is -11.3 / -10.3 eV. The value obtained for the relative energy (zero: lowest compared OMol25 entry of this formula, charge and spin) is 0.0 kcal per mole. The spin multiplicity is 5. The orbital gap (spin up / spin down) is 7.45 / 8.51 eV. Its charge is +2.

```
17
C4H10CrO2 ωB97M-V/def2-TZVPD
H 0.44 -2.48 -2.04
C 2.04 -2.21 0.15
O 1.57 -0.89 -0.08
C 1.20 -0.56 -1.42
C 1.27 -1.80 -2.28
H 2.19 -2.38 1.23
H 1.29 -2.93 -0.21
H 3.01 -2.37 -0.33
H 1.65 0.21 -2.07
H 2.25 -2.31 -2.23
H 1.16 -1.51 -3.33
H 0.16 0.01 -1.40
C -0.05 2.06 -0.65
O 0.95 1.74 0.02
Cr 1.12 0.32 1.47
H -0.16 3.12 -0.91
H -0.94 1.47 -0.91
```

Formula: C4H10F2O2Zn
Source: OMol25
Level of theory: ωB97M-V/def2-TZVPD

The value obtained for the LUMO energy is 2.7 eV. The value obtained for the relative energy (zero: lowest compared OMol25 entry of this formula, charge and spin) is 177.9 kcal per mole. The spin multiplicity is 1. The orbital gap is 4.16 eV. Its charge is -2.

```
19
C4H10F2O2Zn ωB97M-V/def2-TZVPD
Zn -0.72 -0.47 -0.87
C -0.85 4.78 -2.09
C -0.09 4.16 -0.98
O 0.15 2.77 -1.12
H -0.23 5.00 -2.95
H -1.11 5.79 -1.75
H -1.76 4.22 -2.29
H -0.75 4.54 -0.21
H 0.86 4.68 -1.15
C 1.90 -4.31 2.43
C 0.37 -4.17 2.08
O 0.02 -2.97 1.42
H 2.51 -4.49 1.55
H 2.10 -5.18 3.07
H 2.15 -3.39 2.94
H -0.20 -4.20 3.01
H 0.05 -5.06 1.54
F -3.53 -0.39 -1.07
F -0.88 -1.31 -3.56
```

Formula: C4H10FN
Source: OMol25
Level of theory: ωB97M-V/def2-TZVPD

The value obtained for the LUMO energy is 1.1 eV. The value obtained for the relative energy (zero: lowest compared OMol25 entry of this formula, charge and spin) is 47.6 kcal per mole. The spin multiplicity is 1. The orbital gap is 10.11 eV. Its charge is 0.

```
16
C4H10FN ωB97M-V/def2-TZVPD
C 0.37 -0.25 1.50
C -1.85 -0.02 0.32
C 1.46 0.37 -1.60
C -0.35 0.31 0.27
N 0.10 -0.19 -1.01
F 0.29 -1.59 -0.91
H 0.32 -1.34 1.49
H 1.42 0.05 1.52
H -0.11 0.10 2.40
H -1.98 -1.09 0.40
H -2.32 0.32 -0.59
H -2.33 0.46 1.17
H 1.72 -0.29 -2.41
H 1.24 1.37 -1.94
H 2.24 0.38 -0.83
H -0.22 1.40 0.23
```

Formula: C4H10FN
Source: OMol25
Level of theory: ωB97M-V/def2-TZVPD

The value obtained for the LUMO energy is 1.0 eV. The value obtained for the relative energy (zero: lowest compared OMol25 entry of this formula, charge and spin) is 13.7 kcal per mole. The spin multiplicity is 1. The orbital gap is 10.47 eV. Its charge is 0.

```
16
C4H10FN ωB97M-V/def2-TZVPD
C -2.41 -0.17 -0.23
C -0.97 -0.75 0.02
C -0.03 0.21 0.60
C 1.38 -0.34 0.59
H -2.91 0.26 0.62
H -2.24 0.63 -0.94
H -3.13 -0.94 -0.64
H -0.67 -0.96 -1.02
H -0.97 -1.65 0.61
H -0.39 0.55 1.58
H 0.72 1.24 -0.95
H 0.37 2.17 0.35
H 1.29 -1.37 0.93
H 2.07 0.20 1.18
N -0.01 1.38 -0.18
F 2.01 -0.39 -0.71
```

Formula: C4H10FNS
Source: OMol25
Level of theory: ωB97M-V/def2-TZVPD

The value obtained for the LUMO energy is 0.6 eV. The value obtained for the relative energy (zero: lowest compared OMol25 entry of this formula, charge and spin) is 0.0 kcal per mole. The spin multiplicity is 1. The orbital gap is 9.70 eV. Its charge is 0.

```
17
C4H10FNS ωB97M-V/def2-TZVPD
C -1.86 -0.51 -0.89
C -0.86 0.39 -0.18
C 0.30 -0.43 0.41
C 1.14 0.38 1.41
N 1.17 -1.02 -0.59
F 1.51 2.51 -0.14
S 2.44 1.42 0.73
H -2.71 0.06 -1.24
H -1.40 -1.00 -1.75
H -2.22 -1.28 -0.21
H -0.46 1.13 -0.88
H -1.36 0.93 0.62
H -0.14 -1.26 0.98
H 1.52 -0.30 -1.21
H 0.50 0.99 2.05
H 1.73 -0.30 2.04
H 0.68 -1.71 -1.14
```

| no. | DFT total energy (eV) |
| --- | --- |
| 1 | -152271.1944 |
| 2 | -113714.3554 |
| 3 | -32332.2161 |
| 4 | -45110.9491 |
| 5 | -26311.8321 |
| 6 | -26198.1731 |
| 7 | -47791.7627 |
| 8 | -36804.8899 |
| 9 | -62250.2320 |
| 10 | -8515.6157 |
| 11 | -8517.0861 |
| 12 | -19352.5044 |